DFT (wB97M-V/def2-TZVPD) results for a molecular structure, C6H19N3O2PRbTi2.

Each line ends with the Mulliken spin population.
CARTESIAN COORDINATES (ANGSTROEM)
Ti 4.437 -22.587 13.878  3.181
Ti 6.491 -20.999 15.609  2.867
Rb 1.908 -21.000 16.471  0.040
O 4.507 -21.873 16.190  -0.106
H 4.548 -22.004 17.145  0.010
O 5.419 -23.459 19.698  0.000
P 6.753 -23.350 20.294  -0.005
N 7.942 -23.201 19.116  0.001
C 9.372 -23.014 19.346  -0.001
C 7.510 -22.999 17.734  0.073
N 7.322 -24.651 21.177  0.000
C 6.834 -24.869 22.549  0.000
C 7.628 -25.874 20.416  0.000
N 6.909 -22.023 21.312  0.000
C 6.436 -20.739 20.844  0.002
C 7.971 -21.875 22.335  0.000
H 9.540 -22.179 20.030  0.000
H 9.957 -23.007 18.434  0.000
H 9.778 -23.835 19.954  0.000
H 7.739 -23.916 17.189  -0.008
H 8.011 -22.116 17.314  -0.001
H 6.422 -22.904 17.806  -0.053
H 7.054 -23.938 23.070  0.000
H 5.762 -25.075 22.618  0.000
H 7.345 -25.709 23.012  0.000
H 8.445 -25.711 19.713  0.000
H 7.741 -26.686 21.124  0.000
H 6.789 -26.150 19.760  0.000
H 6.279 -20.038 21.658  0.000
H 7.100 -20.361 20.047  0.001
H 5.476 -20.832 20.320  -0.001
H 8.483 -20.925 22.154  0.000
H 8.777 -22.603 22.276  0.000
H 7.480 -21.814 23.304  0.000

Computed properties:
- Lowest unoccupied orbital energy (alpha / beta): -6.89 / -7.54 eV
- Energy: -2618.43958 a.u.
- Multiplicity: 7
- Orbital gap (alpha / beta): 0.229 / 0.205 hartree
- Total charge: +2
- HOMO energy (alpha / beta): -0.4824 / -0.4824 Eh